1.
This record from OMol25 describes 2 unconnected molecules or ions with the total composition C6H16. The level of theory is ωB97M-V/def2-TZVPD.

Output
Net charge = 0
Structure (SMILES) = CC(C)C.CC
LUMO = 1.0 eV
Highest occupied orbital energy = -11.13 eV
HOMO-LUMO gap = 0.4473 Ha

Last column: natural (NBO) charge in e.
Atoms and positions in Å:
1 C 0.69566 -1.77659 -1.94736  -0.603
2 C 0.84993 -0.84369 -0.76156  -0.224
3 C 0.05857 -1.31798 0.46324  -0.612
4 C 2.30747 -0.63214 -0.28532  -0.606
5 H 1.03301 -2.78775 -1.70553  0.201
6 H 1.23807 -1.50305 -2.85715  0.209
7 H -0.34552 -1.74347 -2.27346  0.207
8 H 0.51732 0.13218 -1.12907  0.194
9 H -0.34602 -0.58403 1.14142  0.214
10 H -0.79857 -1.90938 0.12688  0.203
11 H 0.69303 -2.02522 1.00188  0.204
12 H 2.94870 -1.51689 -0.33569  0.202
13 H 2.76329 0.13960 -0.90372  0.206
14 H 2.30841 -0.36097 0.76987  0.205
15 C -1.11728 1.87145 0.68455  -0.618
16 C -2.31313 2.33384 1.47002  -0.617
17 H -1.15833 0.80172 0.45521  0.206
18 H -1.07917 2.38199 -0.27585  0.208
19 H -0.18742 1.93839 1.25184  0.207
20 H -3.23154 1.79968 1.23639  0.204
21 H -2.29402 2.21194 2.55673  0.205
22 H -2.54247 3.39038 1.31667  0.204



2.
This record from OMol25 describes 2 unconnected molecules or ions with the total composition C6H16. The level of theory is ωB97M-V/def2-TZVPD.

Output
Net charge = 0
Structure (SMILES) = CCC.CCC
LUMO = 1.1 eV
Highest occupied orbital energy = -10.65 eV
HOMO-LUMO gap = 0.4316 Ha

Last column: natural (NBO) charge in e.
Atoms and positions in Å:
1 C 0.45755 1.94498 -1.19452  -0.621
2 C 0.52918 2.76538 0.04704  -0.392
3 C 1.14924 2.01970 1.34714  -0.609
4 H 1.32990 1.87314 -1.86570  0.208
5 H -0.49293 2.12115 -1.74214  0.213
6 H 0.42013 0.93944 -0.83770  0.200
7 H 1.14930 3.69534 -0.28017  0.191
8 H -0.45204 3.16231 0.27814  0.202
9 H 0.51154 1.15259 1.46982  0.196
10 H 2.18046 1.63953 1.17793  0.202
11 H 1.14631 2.50380 2.27555  0.211
12 C -1.02068 -2.57374 1.20684  -0.597
13 C -0.39459 -2.64529 -0.23307  -0.401
14 C -0.61922 -1.36275 -1.10623  -0.631
15 H -2.03517 -2.64902 1.04727  0.197
16 H -0.78045 -3.39712 1.85443  0.203
17 H -0.64878 -1.67695 1.67688  0.200
18 H -0.76990 -3.47463 -0.75231  0.197
19 H 0.66872 -2.82778 0.03085  0.196
20 H 0.25930 -0.72079 -1.10649  0.212
21 H -1.64610 -0.86209 -1.02961  0.219
22 H -0.94176 -1.62720 -2.26394  0.205



3.
This record from OMol25 describes 2 unconnected molecules or ions with the total composition C6H16. The level of theory is ωB97M-V/def2-TZVPD.

Output
Net charge = 0
Structure (SMILES) = CC(C)C.CC
LUMO = 1.1 eV
Highest occupied orbital energy = -11.05 eV
HOMO-LUMO gap = 0.4465 Ha

Last column: natural (NBO) charge in e.
Atoms and positions in Å:
1 C -0.29752 -2.54795 -1.84012  -0.607
2 C -0.29140 -1.23098 -0.99139  -0.221
3 C 0.24507 -0.04001 -1.73501  -0.604
4 C -1.68124 -0.91842 -0.42400  -0.602
5 H 0.00298 -2.37106 -2.87329  0.203
6 H -1.29850 -2.96684 -1.81560  0.205
7 H 0.41356 -3.25947 -1.43347  0.208
8 H 0.31659 -1.48986 -0.12405  0.189
9 H 1.29946 -0.10856 -1.97640  0.209
10 H -0.26544 0.08618 -2.68390  0.201
11 H 0.07263 0.91083 -1.21613  0.206
12 H -2.18163 -1.84133 -0.12153  0.202
13 H -1.56649 -0.34050 0.49384  0.210
14 H -2.32053 -0.46561 -1.17552  0.201
15 C 0.46676 1.48089 2.08596  -0.605
16 C 1.41409 2.65966 2.38581  -0.603
17 H -0.08774 1.64631 1.16159  0.200
18 H 0.99468 0.53595 1.98458  0.202
19 H -0.21310 1.42823 2.93905  0.202
20 H 2.05016 2.37767 3.22681  0.202
21 H 0.84455 3.57060 2.57590  0.203
22 H 2.08306 2.88428 1.55687  0.199



4.
This record from OMol25 describes 2 unconnected molecules or ions with the total composition C6H16. The level of theory is ωB97M-V/def2-TZVPD.

Output
Net charge = 0
Structure (SMILES) = CCC.CCC
LUMO = 1.1 eV
Highest occupied orbital energy = -10.74 eV
HOMO-LUMO gap = 0.4337 Ha

Last column: natural (NBO) charge in e.
Atoms and positions in Å:
1 C -1.13388 1.89893 0.60232  -0.611
2 C -2.53477 1.23952 0.24203  -0.401
3 C -2.52615 -0.22800 0.04649  -0.627
4 H -1.20744 2.94993 0.95423  0.214
5 H -0.67630 1.24961 1.29052  0.203
6 H -0.53267 1.93222 -0.33995  0.198
7 H -3.26423 1.40136 1.19225  0.189
8 H -3.03637 1.70699 -0.71824  0.205
9 H -2.26600 -0.50266 -1.06405  0.206
10 H -1.84678 -0.85299 0.66870  0.210
11 H -3.57772 -0.66269 0.43230  0.213
12 C 2.83420 -0.20108 -1.13132  -0.632
13 C 2.41234 -0.99279 0.11132  -0.407
14 C 0.95193 -1.62212 0.12830  -0.615
15 H 2.62823 0.87050 -1.12564  0.223
16 H 2.59363 -0.78367 -2.08725  0.210
17 H 3.97537 -0.42296 -1.11971  0.216
18 H 3.00287 -1.86543 0.51271  0.203
19 H 2.44429 -0.26821 0.96389  0.195
20 H 0.94457 -2.64749 -0.25378  0.202
21 H 0.50953 -1.74150 1.10059  0.204
22 H 0.28703 -0.92975 -0.40139  0.201



Among the structures above, stability is smallest for 2.